DFT (ωB97M-V/def2-TZVPD) results for a molecular structure, C19H53AlF4N6O14S4.

XYZ file:
```
101
Properties=species:S:1:pos:R:3:forces:R:3
Al -0.5729 1.9700 2.7011 2.0 0.4 0.2
N -0.9497 0.6523 0.0926 1.2 3.3 -3.5
S -1.6067 -0.6754 -0.2462 -1.9 -7.5 3.1
O -0.8711 -1.6501 -1.0600 -1.1 2.2 0.6
O -3.0461 -0.7088 -0.2457 1.1 0.4 -0.5
F -1.2519 -1.2705 1.2843 -0.6 0.3 -0.8
S -0.6261 1.0617 -1.5546 6.3 3.4 -1.0
O -1.5957 0.7285 -2.5739 0.5 0.5 1.6
O 0.8369 0.9425 -1.8666 -4.1 -1.0 0.8
F -0.5832 2.6713 -1.3604 -1.5 -1.1 0.1
N -0.2442 4.7641 2.3293 -0.9 -0.2 5.0
S -0.0051 5.8732 1.3481 2.6 3.6 -8.7
O 1.4037 6.1797 1.1583 -1.4 0.2 0.8
O -0.9753 6.9521 1.2234 1.2 -1.7 0.8
F -0.2146 4.9780 0.0333 -0.8 -0.2 0.0
S -0.1475 5.8933 3.6724 -0.6 1.7 4.7
O -1.4154 6.4737 4.1298 2.3 -1.8 -1.5
O 1.0391 6.7519 3.8988 -2.5 -2.5 -1.5
F 0.1268 4.6555 4.6369 -0.1 -0.3 0.6
C -3.3787 3.2417 0.5868 0.1 0.6 1.3
O -3.5445 3.0915 1.9997 0.3 -0.1 -1.5
H -3.8219 4.1428 0.1628 -0.4 0.0 0.3
H -2.3024 3.3724 0.4744 0.4 -0.2 -0.4
H -3.7181 2.3654 0.0345 0.2 -0.4 0.2
C 4.0198 3.4673 4.7498 1.2 -0.1 0.3
C 2.8332 3.2470 3.8368 -0.7 0.0 -1.0
C 3.2510 2.6916 2.4768 0.3 0.2 -0.4
O 2.1846 2.6740 1.5112 -0.3 -0.3 2.8
C 2.5505 2.9866 0.2267 0.2 -0.1 -2.2
N 1.9218 2.2800 4.4135 -0.4 0.3 -0.1
H 4.6137 4.3248 4.4333 0.1 -0.2 -0.2
H 4.6242 2.5617 4.8029 0.4 -0.1 -0.8
H 3.9370 3.5850 5.8302 -1.3 0.5 0.0
H 2.2537 4.1431 3.6147 0.2 0.3 0.3
H 3.6291 1.6798 2.6229 0.0 -0.4 0.0
H 4.1066 3.2648 2.1197 -0.1 0.2 -0.3
H 1.6608 2.9396 -0.4014 -0.1 0.4 0.2
H 3.1717 2.2182 -0.2334 0.5 -0.2 0.2
H 3.0467 3.9512 0.1193 -0.1 0.2 0.2
H 2.3205 1.3551 4.3380 -0.3 -0.5 -0.2
H 1.8348 2.5171 5.3914 -0.8 -0.1 0.3
C 0.1100 -2.2511 5.4312 0.9 -1.4 0.9
C 0.8366 -1.1107 4.7580 1.0 -2.4 -0.6
C 1.0856 -1.4903 3.2482 -0.3 1.6 0.1
O 1.5121 -0.3373 2.5135 -0.2 0.9 1.5
C 2.1892 -0.5745 1.2939 -0.3 -0.1 0.2
N 0.0384 -0.0005 5.0666 -2.6 2.6 -1.0
H -0.9430 -2.3245 5.1595 0.0 0.1 -0.2
H 0.1989 -2.0657 6.5016 -0.4 0.0 0.2
H 0.5585 -3.2376 5.3143 0.1 -0.1 -0.3
H 1.7645 -0.9157 5.2956 0.5 -0.4 -0.5
H 0.1912 -1.8131 2.7153 -0.2 -0.5 0.6
H 1.8585 -2.2536 3.1584 0.0 -0.2 0.3
H 1.4472 -0.5282 0.4968 0.4 0.0 -0.4
H 2.6508 -1.5612 1.3311 0.2 0.0 -0.2
H 2.9419 0.2117 1.2348 -0.1 -0.2 -0.5
H 0.0058 0.2027 6.0555 0.9 0.3 0.3
H -0.9138 -0.3336 5.0171 -0.6 0.1 -0.7
C -1.9916 0.7730 -7.7532 0.6 -1.2 -0.7
C -1.7904 -0.6935 -7.3101 -2.4 1.0 2.0
C -1.6955 -0.8009 -5.7340 0.2 -2.5 0.0
O -1.8453 -2.2375 -5.3115 0.3 1.7 -1.0
C -2.7569 -2.5453 -4.2530 -1.6 0.0 -0.2
N -2.8147 -1.5827 -7.8938 3.4 0.4 0.8
H -2.9328 1.1769 -7.3802 0.2 0.0 0.1
H -2.0081 0.7007 -8.8407 -0.2 0.6 -0.1
H -1.1087 1.3475 -7.4730 -0.3 0.1 0.1
H -0.8647 -1.1035 -7.7140 0.4 -0.4 -0.4
H -2.3874 -0.1354 -5.2176 -0.2 -0.2 -0.1
H -0.6696 -0.5240 -5.4911 -0.1 0.2 0.1
H -2.3981 -2.5820 -3.2243 0.8 0.6 -0.2
H -3.2163 -3.5213 -4.4094 0.6 -0.3 -0.5
H -3.6436 -1.9154 -4.3243 0.1 0.5 0.2
H -2.6699 -1.7175 -8.8843 -0.9 0.3 -0.7
H -2.7405 -2.4558 -7.3917 -1.0 -0.8 0.8
C 1.6100 -3.8205 -1.0199 1.9 0.8 -1.1
C 2.7132 -4.9409 -1.0531 -2.0 -0.4 3.0
C 3.0241 -5.2753 0.4924 -0.4 -0.5 -1.3
O 3.4523 -4.1348 1.1630 0.9 1.0 1.4
C 3.7105 -4.4301 2.5575 -0.4 -0.4 -1.0
N 2.0892 -6.0933 -1.7015 0.5 0.1 0.3
H 1.9524 -3.0810 -0.2960 -0.5 0.1 0.0
H 0.5495 -4.0532 -0.9239 0.4 -0.9 0.7
H 1.6013 -3.2952 -1.9749 0.3 0.2 -0.3
H 3.7102 -4.7162 -1.4322 -0.2 0.8 -0.5
H 3.8107 -6.0260 0.5690 0.2 -0.4 -0.2
H 2.1727 -5.6676 1.0485 -0.6 -0.3 -0.4
H 2.7950 -4.8218 3.0008 -0.4 0.4 0.3
H 4.1093 -3.5617 3.0817 -0.2 0.1 -0.3
H 4.3957 -5.2666 2.6949 0.5 0.0 -0.4
H 2.7344 -6.8700 -1.7227 0.1 -0.2 -0.2
H 1.8920 -5.8132 -2.6516 -0.1 -0.3 -0.2
C -4.9707 0.6079 -3.4084 0.1 1.6 1.7
C -5.5230 -0.6348 -2.8014 -0.1 -1.9 -1.0
O -6.1918 -1.3301 -3.8627 -0.2 -0.1 -0.7
H -4.6609 0.6226 -4.4533 -0.3 -0.5 0.1
H -4.1150 0.8573 -2.7810 0.3 0.2 -0.2
H -5.6747 1.4137 -3.2004 -0.1 0.2 -0.6
H -6.2177 -0.5136 -1.9702 0.2 0.5 0.1
H -4.6911 -1.2618 -2.4809 0.0 -0.1 0.4
H -6.7708 -2.0379 -3.5705 0.1 0.1 0.4
```
Positions in Å, forces in eV/Å.

As for the expectation value of S²: 1.765. Its charge is +1. As for the multiplicity: 2. Its total energy is -4371.47299 Ha.

---

DFT (ωB97M-V/def2-TZVPD) results for 11 unconnected molecules or ions with the total composition C19H53ClN21O12S.

XYZ file:
```
107
Properties=species:S:1:pos:R:3:forces:R:3
O 0.6511 1.7392 -3.4078 0.8 -2.3 1.1
S 1.0119 1.1875 -2.0984 -1.0 4.1 -1.8
O 0.4757 2.0787 -1.0734 1.2 -2.3 0.3
Cl 0.3272 -0.7477 -1.8762 0.3 0.7 0.0
C 2.8601 1.0885 -2.0762 1.4 0.3 0.2
C 3.4763 1.3804 -0.6599 0.1 -0.2 0.7
C 3.6038 0.1107 0.2677 -0.4 0.3 0.7
C 4.0568 0.4661 1.7643 0.5 -0.6 -0.9
N 3.4092 1.7179 2.2599 -0.8 0.4 0.7
C 2.1414 1.5571 2.8133 -0.6 3.3 0.5
C 1.4174 2.7395 3.2870 1.4 0.3 -0.6
C 2.0021 4.1022 3.1846 1.7 -2.4 -1.1
C 3.3452 4.1957 2.5891 -0.8 -2.5 -0.2
C 4.0079 2.9605 2.1376 -1.5 1.3 0.8
H 3.2442 0.1506 -2.5663 -0.8 0.7 0.6
H 3.1910 1.9323 -2.7532 -0.9 -0.8 0.6
H 2.8096 2.1572 -0.1762 0.7 -0.9 -0.5
H 4.5051 1.8531 -0.7058 -1.1 -0.5 -0.5
H 2.5917 -0.3758 0.3570 1.0 0.2 -0.2
H 4.3637 -0.6402 -0.1033 -1.0 0.8 0.2
H 5.1820 0.5305 1.8209 -1.3 0.3 0.0
H 3.7500 -0.3694 2.4455 0.3 0.9 -0.6
H 1.6671 0.5512 2.8805 0.8 0.9 -0.2
H 0.3919 2.5939 3.7312 1.2 0.1 -0.5
H 1.4676 5.0270 3.5168 0.3 -1.1 -0.3
H 3.8853 5.1601 2.4251 -0.5 -0.9 0.4
H 5.0217 2.9969 1.6698 -1.1 -0.2 0.5
C 0.5987 -4.4469 -0.0244 -0.2 0.2 -0.2
O 0.7263 -3.5312 0.7828 0.2 -0.1 0.2
N 0.7478 -5.7561 0.3183 0.2 -0.2 0.4
N 0.2990 -4.2299 -1.3282 0.4 0.0 0.2
H 0.6466 -6.5169 -0.3279 -0.1 0.1 0.0
H 0.9712 -5.9577 1.2767 0.0 -0.1 -0.1
H 0.1826 -3.2758 -1.6156 -0.1 -0.2 -0.2
H 0.1884 -4.9608 -2.0109 -0.3 0.2 -0.2
C -1.6753 -4.5552 -4.6833 -0.3 -0.3 0.0
O -0.8006 -4.5428 -3.8186 0.2 0.1 0.0
N -1.6688 -3.6984 -5.7369 0.3 0.5 -0.2
N -2.7155 -5.4176 -4.6635 0.0 -0.1 0.3
H -2.3719 -3.6919 -6.4532 0.0 -0.1 0.1
H -0.9111 -3.0400 -5.7893 -0.1 -0.1 0.0
H -2.7563 -6.0685 -3.8991 0.0 0.1 -0.1
H -3.4433 -5.4385 -5.3700 0.2 -0.2 0.1
C 3.2688 -4.6386 4.5554 0.2 0.0 0.2
O 4.1373 -4.6137 5.4084 -0.1 0.0 -0.1
N 3.2663 -3.7953 3.4852 0.0 0.4 -0.4
N 2.2235 -5.5113 4.5967 -0.2 -0.4 0.1
H 2.5590 -3.7985 2.7690 0.0 0.0 0.0
H 4.0218 -3.1368 3.4218 0.0 -0.2 0.0
H 2.1904 -6.1501 5.3722 0.0 0.1 -0.1
H 1.4983 -5.5465 3.9054 0.0 0.1 0.1
C 4.4985 -4.5838 -2.4526 0.3 0.1 -0.1
O 5.5790 -4.1407 -2.8032 -0.1 0.0 0.0
N 3.4967 -3.7881 -1.9864 -0.2 0.3 0.2
N 4.2002 -5.9111 -2.4966 0.1 -0.4 -0.1
H 2.5982 -4.1296 -1.6914 0.0 0.1 -0.1
H 3.6821 -2.8025 -1.9401 0.0 -0.1 0.0
H 4.9157 -6.5305 -2.8355 -0.1 0.1 0.0
H 3.3183 -6.2945 -2.2131 0.0 0.1 0.0
C -2.5746 0.9829 3.8586 -0.2 0.1 0.1
O -1.5449 1.2719 4.4564 0.2 0.1 -0.1
N -2.5851 0.1664 2.7705 0.3 -0.2 -0.3
N -3.7913 1.4515 4.2303 -0.2 0.2 0.2
H -3.4166 -0.0824 2.2687 0.0 0.0 0.1
H -1.7019 -0.2021 2.4641 -0.1 0.0 0.0
H -3.8236 2.0572 5.0315 0.0 -0.1 -0.1
H -4.6488 1.2259 3.7540 0.0 0.0 0.1
C 6.4237 7.1497 2.7320 0.1 0.1 0.0
O 5.2147 6.9657 2.7756 -0.1 -0.2 -0.1
N 7.0056 7.9660 1.8158 -0.1 0.2 -0.3
N 7.2866 6.5530 3.5972 0.0 -0.4 0.3
H 7.9936 8.1313 1.7628 0.0 0.0 0.0
H 6.3981 8.4253 1.1594 0.1 0.0 0.1
H 6.8915 5.9421 4.2909 0.1 0.1 0.0
H 8.2801 6.6907 3.5791 -0.1 0.0 0.0
C -6.8924 2.1469 1.7723 -0.3 0.1 0.2
O -7.2170 1.4019 2.6858 0.3 0.0 0.0
N -5.9849 1.7914 0.8248 0.6 -0.4 -0.4
N -7.4073 3.3941 1.6228 -0.2 0.3 0.1
H -5.7029 2.3887 0.0661 0.0 0.2 0.1
H -5.5811 0.8748 0.9007 -0.1 0.1 0.0
H -8.0826 3.6957 2.3035 0.1 -0.1 -0.1
H -7.1516 4.0185 0.8785 0.0 -0.1 0.0
C -4.6002 -6.8915 -7.5441 0.0 -0.2 -0.2
O -4.4666 -5.9909 -6.7229 -0.2 0.1 -0.2
N -4.4645 -8.2016 -7.2189 0.1 -0.2 0.4
N -4.8952 -6.6525 -8.8461 0.0 0.4 -0.2
H -4.5698 -8.9532 -7.8748 0.0 0.1 0.0
H -4.2458 -8.4168 -6.2617 0.0 0.0 -0.1
H -5.0035 -5.6922 -9.1233 0.0 -0.1 0.0
H -5.0090 -7.3735 -9.5341 0.0 0.0 0.1
C -0.9643 6.7617 4.4853 -0.1 0.1 0.1
O -0.0990 6.1773 3.8455 0.0 0.0 0.0
N -2.1048 6.1508 4.8965 -0.2 -0.4 0.0
N -0.8552 8.0681 4.8362 0.3 0.3 -0.1
H -2.8260 6.6100 5.4209 0.1 0.0 0.0
H -2.2194 5.1816 4.6538 0.0 0.1 0.0
H -0.0227 8.5527 4.5479 -0.1 0.0 0.0
H -1.5515 8.5656 5.3595 0.0 -0.1 0.0
C -5.9110 3.1243 -3.1329 0.0 0.2 0.0
O -5.7532 3.9868 -2.2812 0.0 -0.1 0.2
N -5.8225 1.7979 -2.8464 0.1 -0.4 0.2
N -6.1872 3.4153 -4.4308 -0.1 0.3 -0.3
H -5.9470 1.0667 -3.5214 0.0 0.1 0.0
H -5.6180 1.5537 -1.8950 -0.1 -0.1 -0.2
H -6.2598 4.3873 -4.6770 0.0 -0.1 0.0
H -6.3199 2.7215 -5.1426 0.0 0.0 0.1
```
Positions in Å, forces in eV/Å.

Its charge is +1. As for the multiplicity: 1. Its total energy is -3667.07181 Ha.

---

> Which formula does entry 2 have?

C19H53ClN21O12S

---

> Among the records above, which one has the highest total energy?

C19H53ClN21O12S

---

> multiplicity of number 2 (C19H53ClN21O12S)?

1